DFT (ωB97M-V/def2-TZVPD) results for a structure of composition C16H36F3MgO7S3.

Geometry as ORCA input:
```
! RIJCOSX wB97M-V def2-TZVPD def2/J DEFGRID3
* xyz 1 1
Mg -0.22 0.55 0.15
C -2.54 -0.67 -1.79
O -1.68 -1.82 -2.03
O -1.86 0.15 -0.89
C -3.12 0.06 -3.11
F -4.10 0.91 -2.96
F -2.12 0.72 -3.70
F -3.47 -0.90 -4.04
C -2.30 -3.04 -2.31
C -1.26 -3.93 -2.90
H -1.36 -4.96 -2.56
H -1.27 -3.93 -3.99
H -0.26 -3.51 -2.80
H -3.17 -3.11 -2.96
H -2.51 -3.53 -1.37
H -3.40 -1.11 -1.29
C 2.64 -1.84 -1.86
S 1.91 -0.20 -2.35
O 0.90 0.30 -1.29
C 1.04 -0.45 -3.92
H 2.02 -2.72 -2.03
H 2.93 -1.68 -0.82
H 3.59 -1.99 -2.37
H 0.17 -1.07 -3.75
H 1.62 -1.03 -4.64
H 0.68 0.51 -4.30
C -1.70 -3.10 1.65
S 0.04 -2.69 1.11
O 0.04 -1.21 0.82
C 0.90 -2.79 2.77
H -2.23 -2.21 1.98
H -1.84 -3.86 2.41
H -2.24 -3.49 0.79
H 0.24 -2.38 3.53
H 1.94 -2.46 2.77
H 0.95 -3.86 2.96
C 1.51 3.53 -2.13
S 0.47 3.78 -0.63
O -0.06 2.49 -0.04
C 1.67 4.59 0.45
H 2.42 2.93 -2.08
H 1.84 4.47 -2.57
H 0.86 2.96 -2.79
H 2.12 5.36 -0.17
H 2.48 3.87 0.59
H 1.13 5.02 1.29
C -2.93 0.72 3.59
C -2.04 1.62 2.86
O -1.23 1.10 2.01
C -2.05 3.15 3.17
H -3.12 1.14 4.58
H -2.53 -0.29 3.62
H -3.92 0.81 3.14
H -1.18 3.61 2.72
H -1.88 3.21 4.25
H -2.99 3.63 2.88
C 3.71 0.38 0.94
C 2.51 0.71 1.81
O 1.41 0.82 1.22
C 2.66 1.31 3.24
H 3.58 0.71 -0.08
H 4.04 -0.65 1.10
H 4.47 1.01 1.41
H 1.87 2.05 3.35
H 3.67 1.72 3.30
H 2.59 0.57 4.04
*
```

The calculation puts the LUMO energy at -2.15 eV. As for the electronic energy: -2851.945913 Eh. For the HOMO energy, the calculation gives -10.1 eV.

The Löwdin scheme yields these atomic charges, measured in e:
1 Mg 0.3921
2 C -0.3291
3 O -0.1101
4 O -0.2223
5 C -0.5387
6 F 0.1883
7 F 0.1270
8 F 0.0964
9 C -0.3052
10 C -0.0744
11 H 0.0832
12 H 0.0774
13 H 0.0580
14 H 0.1270
15 H 0.0925
16 H 0.1402
17 C -0.1915
18 S 0.9461
19 O -0.5593
20 C -0.2096
21 H 0.0517
22 H 0.0260
23 H 0.0574
24 H 0.0438
25 H 0.0667
26 H 0.0588
27 C -0.1907
28 S 0.9679
29 O -0.5743
30 C -0.2068
31 H 0.0550
32 H 0.0613
33 H 0.0321
34 H 0.0576
35 H 0.0499
36 H 0.0464
37 C -0.2247
38 S 0.9495
39 O -0.5436
40 C -0.2286
41 H 0.0469
42 H 0.0616
43 H 0.0465
44 H 0.0567
45 H 0.0530
46 H 0.0579
47 C -0.0078
48 C -0.3496
49 O -0.0197
50 C 0.0211
51 H 0.0915
52 H 0.0873
53 H 0.1120
54 H 0.0693
55 H 0.0824
56 H 0.0949
57 C 0.0125
58 C -0.3414
59 O -0.0538
60 C 0.0273
61 H 0.0791
62 H 0.0936
63 H 0.0808
64 H 0.0893
65 H 0.0792
66 H 0.0866

DFT (ωB97M-V/def2-TZVPD) results for a structure of composition C16H36N3O7P2RhSSbSe4.

Geometry as ORCA input:
```
! RIJCOSX wB97M-V def2-TZVPD def2/J DEFGRID3
* xyz 1 5
Rh 0.51 1.75 -2.17
C -3.08 2.78 2.01
C -1.71 2.41 2.54
C -1.71 2.16 4.03
O -1.31 1.14 1.90
P -0.14 1.02 0.87
O -0.04 2.15 -0.11
C -0.33 -0.63 0.18
P -1.27 -1.03 -1.32
O -0.92 -0.16 -2.48
O -2.80 -1.06 -1.04
C -3.47 -1.90 -0.06
C -4.55 -2.66 -0.79
C -4.00 -1.00 1.03
O -0.92 -2.55 -1.51
C 0.20 -3.21 -2.15
C 1.00 -3.92 -1.08
C 1.04 -2.25 -2.98
O 1.21 0.98 1.69
C 1.39 0.32 2.98
C 2.22 -0.93 2.78
C 2.07 1.32 3.89
H -3.34 3.78 2.36
H -3.83 2.08 2.37
H -3.09 2.77 0.92
H -0.97 3.16 2.27
H -2.38 1.33 4.27
H -2.06 3.05 4.55
H -0.71 1.93 4.40
H -0.67 -1.30 0.99
H 0.69 -0.94 -0.05
H -2.73 -2.60 0.34
H -5.25 -1.96 -1.24
H -5.10 -3.29 -0.09
H -4.13 -3.29 -1.57
H -4.72 -0.29 0.61
H -3.20 -0.43 1.50
H -4.50 -1.60 1.80
H -0.27 -3.94 -2.81
H 1.51 -3.19 -0.44
H 1.76 -4.55 -1.54
H 0.36 -4.54 -0.46
H 1.48 -1.47 -2.36
H 0.46 -1.77 -3.77
H 1.85 -2.82 -3.44
H 0.41 0.07 3.37
H 3.18 -0.68 2.34
H 1.71 -1.64 2.12
H 2.39 -1.43 3.73
H 3.07 1.55 3.52
H 2.17 0.90 4.90
H 1.50 2.25 3.95
C 5.31 1.45 0.00
N 4.62 0.52 -0.91
C 5.45 -0.29 -1.81
C 3.37 0.73 -1.20
N 2.25 0.88 -1.44
H 6.00 0.88 0.62
H 4.58 1.94 0.63
H 5.87 2.20 -0.56
H 6.16 -0.85 -1.21
H 5.98 0.33 -2.52
H 4.81 -0.99 -2.35
O -2.76 1.84 -1.03
S -2.42 3.00 -1.87
N -1.13 2.69 -2.85
Se -3.92 3.00 -3.67
Sb -1.79 2.09 -4.64
Se -0.62 3.45 -6.26
Se -1.95 -0.30 -5.33
Se 1.23 1.58 -4.38
*
```

The calculation puts the LUMO energy (spin up / spin down) at -3.29 / -4.86 eV. As for the electronic energy: -12359.556490 Eh. For the HOMO energy (spin up / spin down), the calculation gives -10.5 / -10.7 eV.

The Löwdin scheme yields these atomic charges, measured in e:
1 Rh 0.6173
2 C -0.0277
3 C -0.3986
4 C -0.0293
5 O -0.1949
6 P 0.4857
7 O -0.3627
8 C -0.1977
9 P 0.4722
10 O -0.4452
11 O -0.1632
12 C -0.4266
13 C -0.0286
14 C -0.0271
15 O -0.1716
16 C -0.4023
17 C -0.0353
18 C -0.0571
19 O -0.1804
20 C -0.4358
21 C -0.0296
22 C -0.0345
23 H 0.0973
24 H 0.0915
25 H 0.0433
26 H 0.1427
27 H 0.0956
28 H 0.0972
29 H 0.0627
30 H 0.0957
31 H 0.0552
32 H 0.1325
33 H 0.0954
34 H 0.0920
35 H 0.0858
36 H 0.0989
37 H 0.0613
38 H 0.0941
39 H 0.1483
40 H 0.0722
41 H 0.0916
42 H 0.0889
43 H 0.0496
44 H 0.0477
45 H 0.0969
46 H 0.1302
47 H 0.0853
48 H 0.0676
49 H 0.0951
50 H 0.0869
51 H 0.0967
52 H 0.0796
53 C -0.0131
54 N -0.1775
55 C -0.0110
56 C -0.2161
57 N 0.0622
58 H 0.0950
59 H 0.0936
60 H 0.0993
61 H 0.0960
62 H 0.0997
63 H 0.0941
64 O -0.5859
65 S 0.4655
66 N -0.8649
67 Se 0.3235
68 Sb 0.1548
69 Se 0.1092
70 Se 0.2876
71 Se 0.2836

DFT (ωB97M-V/def2-TZVPD) results for a structure of composition C16H37B2N3O11Pb.

Geometry as ORCA input:
```
! RIJCOSX wB97M-V def2-TZVPD def2/J DEFGRID3
* xyz 0 1
Pb 0.71 -0.91 -0.37
O -4.04 0.02 -1.58
C -5.18 0.39 -1.28
O -5.65 0.70 -0.08
B -7.08 1.12 -0.20
O -7.41 0.98 -1.64
C -6.31 0.73 -2.28
O -6.11 0.74 -3.49
O -7.12 2.49 0.18
C -8.03 2.62 1.18
O -8.47 3.70 1.62
C -8.53 1.25 1.58
O -7.99 0.40 0.73
O -9.40 0.91 2.39
B -0.93 -4.45 0.24
H 0.04 -4.01 0.40
H -1.39 -4.50 1.22
H -1.52 -3.89 -0.46
H -0.80 -5.43 -0.21
C -2.22 -0.45 4.89
C -1.84 -0.05 3.46
C -1.69 1.43 3.20
O -1.28 1.52 1.89
C -1.52 2.88 1.44
N -0.53 -0.67 3.22
H -3.27 -0.30 5.12
H -1.67 0.12 5.64
H -1.96 -1.42 5.31
H -2.58 -0.44 2.76
H -0.91 1.88 3.82
H -2.59 1.96 3.52
H -2.46 3.41 1.60
H -1.46 2.91 0.35
H -0.74 3.46 1.93
H 0.06 -0.24 3.92
H -0.79 -1.61 3.46
C 6.11 1.14 2.08
C 5.16 0.35 1.22
C 5.37 -1.16 1.48
O 4.45 -1.83 0.67
C 4.86 -3.23 0.56
N 3.83 0.76 1.65
H 5.94 1.03 3.15
H 6.00 2.20 1.86
H 7.17 0.96 1.89
H 5.43 0.51 0.18
H 5.28 -1.35 2.55
H 6.37 -1.42 1.13
H 4.34 -3.73 -0.26
H 4.75 -3.72 1.52
H 5.90 -3.31 0.23
H 4.04 1.70 1.93
H 3.86 0.37 2.59
C 2.23 1.89 -5.65
C 1.91 0.94 -4.50
C 2.75 -0.40 -4.41
O 2.10 -1.41 -3.58
C 1.32 -2.28 -4.44
N 1.75 1.58 -3.15
H 1.95 1.53 -6.65
H 3.30 2.06 -5.65
H 1.77 2.88 -5.58
H 0.99 0.44 -4.77
H 3.71 -0.11 -4.00
H 3.09 -0.67 -5.41
H 0.66 -1.65 -5.05
H 0.61 -2.77 -3.78
H 1.87 -3.02 -5.03
H 2.60 2.08 -2.90
H 1.19 2.39 -3.38
*
```

The calculation puts the LUMO energy at -4.21 eV. The relative energy (zero: lowest compared OMol25 entry of this formula, charge and spin) is 10.213 eV. As for the electronic energy: -1866.104974 Eh. For the HOMO energy, the calculation gives -8.8 eV.

The Löwdin scheme yields these atomic charges, measured in e:
1 Pb 1.5423
2 O 0.0674
3 C -0.3651
4 O 0.2180
5 B -0.8822
6 O 0.2532
7 C -0.4020
8 O 0.1084
9 O 0.2404
10 C -0.3102
11 O 0.1114
12 C -0.3718
13 O 0.2266
14 O 0.1139
15 B -0.3905
16 H -0.1360
17 H -0.0692
18 H -0.0888
19 H -0.0623
20 C -0.0614
21 C -0.4071
22 C -0.2622
23 O -0.2190
24 C -0.0692
25 N 0.0402
26 H 0.0842
27 H 0.0760
28 H 0.0782
29 H 0.1511
30 H 0.1275
31 H 0.1385
32 H 0.0956
33 H 0.0837
34 H 0.0868
35 H 0.0753
36 H 0.0754
37 C -0.0847
38 C -0.4490
39 C -0.2414
40 O -0.2145
41 C -0.0647
42 N 0.0461
43 H 0.0904
44 H 0.0832
45 H 0.0873
46 H 0.1422
47 H 0.1338
48 H 0.1251
49 H 0.0886
50 H 0.0952
51 H 0.0832
52 H 0.0593
53 H 0.0699
54 C -0.0551
55 C -0.4064
56 C -0.1905
57 O -0.2556
58 C -0.0747
59 N 0.0391
60 H 0.0843
61 H 0.0772
62 H 0.0777
63 H 0.1144
64 H 0.1149
65 H 0.1254
66 H 0.0861
67 H 0.0882
68 H 0.0978
69 H 0.0659
70 H 0.0644